Entry 1:
A cluster of 3 separate species, C25H41BClF2NO8Si in total in a non-equilibrium geometry, computed with ωB97M-V with the def2-TZVPD basis set.

Positions of all 80 atoms, in Å:
1 C -1.896 3.576 -0.326
2 C -2.776 3.341 -1.690
3 C -1.837 3.039 -3.001
4 C -2.766 2.490 -4.269
5 C -2.025 1.271 -5.106
6 C -2.189 -0.147 -4.279
7 C -1.041 -0.404 -3.136
8 C -1.703 -0.131 -1.640
9 C -2.028 -1.569 -0.921
10 C -0.699 -2.338 -0.306
11 C 0.326 -1.326 0.512
12 C 1.494 -2.131 1.370
13 C 2.771 -2.517 0.409
14 Si 4.126 -1.154 0.286
15 Cl 3.413 0.764 -0.341
16 C 5.369 -1.759 -1.109
17 B 6.540 -0.570 -1.235
18 O 6.387 0.659 -2.039
19 O 7.817 -0.726 -0.456
20 C 5.201 -0.931 1.874
21 C 6.011 0.442 2.203
22 C 6.920 0.533 3.519
23 N 7.178 -0.432 4.624
24 C 6.382 -1.649 4.302
25 C 5.445 -2.022 3.057
26 H -2.557 3.528 0.652
27 H -1.322 4.596 -0.454
28 H -1.049 2.749 -0.183
29 H -3.466 4.306 -1.812
30 H -3.541 2.442 -1.526
31 H -0.898 2.366 -2.789
32 H -1.409 4.094 -3.353
33 H -2.949 3.403 -5.012
34 H -3.768 2.096 -3.782
35 H -0.891 1.495 -5.323
36 H -2.575 1.155 -6.152
37 H -2.075 -1.030 -5.069
38 H -3.291 -0.205 -3.886
39 H -0.162 0.373 -3.290
40 H -0.566 -1.476 -3.189
41 H -2.728 0.444 -1.844
42 H -0.999 0.582 -1.034
43 H -2.450 -2.281 -1.780
44 H -2.890 -1.494 -0.108
45 H -0.143 -2.811 -1.250
46 H -0.991 -3.269 0.373
47 H -0.302 -0.658 1.263
48 H 0.837 -0.653 -0.328
49 H 0.998 -3.160 1.699
50 H 1.802 -1.589 2.369
51 H 2.318 -2.667 -0.686
52 H 3.266 -3.525 0.757
53 H 4.814 -1.915 -2.127
54 H 5.917 -2.714 -0.699
55 H 7.007 1.347 -1.615
56 H 8.091 0.180 -0.076
57 H 5.941 1.355 1.460
58 H 7.505 1.567 3.656
59 H 6.469 -2.498 5.140
60 H 4.930 -3.080 2.994
61 O -4.475 3.212 3.213
62 C -4.407 4.411 2.996
63 O -5.108 5.358 3.691
64 C -4.652 6.613 3.227
65 C -4.117 6.283 1.875
66 F -3.079 7.089 1.558
67 O -3.629 4.969 2.026
68 H -3.882 6.993 3.906
69 H -5.471 7.336 3.184
70 H -4.867 6.308 1.077
71 O -3.163 -5.021 -0.793
72 C -3.140 -5.393 0.368
73 O -3.795 -6.500 0.833
74 C -3.409 -6.655 2.184
75 C -2.991 -5.275 2.561
76 F -2.003 -5.305 3.483
77 O -2.464 -4.751 1.363
78 H -2.589 -7.378 2.247
79 H -4.243 -7.017 2.791
80 H -3.810 -4.638 2.912

Values from the calculation:
Net charge: 0
Total energy (Eh): -2607.89956
Max |F| (hartree/bohr): 0.1574
SMILES: CCCCCCCCCCCCC[Si@](Cl)(CB(O)O)c1ccncc1.O=C1OC[C@@H](F)O1.O=C1OC[C@@H](F)O1

Entry 2:
A structure of composition C25H41BiN5O7S in a non-equilibrium geometry, computed with ωB97M-V with the def2-TZVPD basis set.

Positions of all 80 atoms, in Å:
1 Bi -0.388 0.723 -0.890
2 O 1.411 1.824 0.779
3 C 1.720 3.111 0.254
4 C 0.521 3.908 -0.305
5 N -0.191 3.281 -1.444
6 C 0.471 3.374 -2.760
7 C 1.309 2.119 -3.180
8 O 2.027 2.234 -4.157
9 O 1.182 1.035 -2.476
10 C -1.641 3.699 -1.516
11 C -2.605 3.026 -0.513
12 O -3.573 3.658 -0.145
13 O -2.257 1.797 -0.154
14 H 1.043 1.768 1.681
15 H 2.459 2.907 -0.559
16 H 2.245 3.624 1.034
17 H 0.969 4.869 -0.588
18 H -0.187 4.056 0.516
19 H 1.149 4.220 -2.806
20 H -0.309 3.495 -3.497
21 H -2.036 3.383 -2.472
22 H -1.740 4.791 -1.408
23 C 4.731 -0.912 -1.022
24 N 3.776 -1.520 -0.161
25 C 4.125 -1.702 1.229
26 C 2.536 -2.093 -0.581
27 C 2.271 -1.937 -2.064
28 N 1.038 -2.505 -2.529
29 C 0.832 -2.306 -3.978
30 C 0.638 -3.822 -2.037
31 H 5.183 -1.631 -1.736
32 H 5.469 -0.450 -0.376
33 H 4.129 -0.098 -1.605
34 H 4.547 -2.702 1.477
35 H 3.198 -1.547 1.842
36 H 4.960 -1.025 1.505
37 H 1.702 -1.757 0.085
38 H 2.641 -3.162 -0.299
39 H 3.095 -2.484 -2.590
40 H 2.266 -0.877 -2.343
41 H 1.567 -2.930 -4.557
42 H 0.963 -1.278 -4.270
43 H -0.147 -2.591 -4.206
44 H 1.472 -4.512 -1.876
45 H -0.160 -4.230 -2.664
46 H 0.177 -3.664 -1.060
47 O -2.783 -2.065 1.054
48 C -2.443 -1.698 -0.078
49 O -1.194 -1.424 -0.368
50 C -3.462 -1.536 -1.225
51 C -4.670 -2.141 -0.921
52 C -5.659 -2.205 -1.882
53 C -5.524 -1.510 -3.099
54 C -4.306 -0.796 -3.290
55 C -3.230 -0.772 -2.420
56 S -1.837 0.048 -3.022
57 H -4.779 -2.580 0.064
58 H -6.576 -2.733 -1.642
59 H -6.247 -1.440 -3.915
60 H -4.174 -0.225 -4.223
61 C -0.282 -0.251 2.689
62 C -0.948 -1.137 3.730
63 N -0.805 -0.439 5.051
64 C -1.505 0.838 4.963
65 C -0.887 1.720 3.883
66 N 0.272 1.004 3.224
67 C 1.251 0.688 4.320
68 C 0.605 -0.149 5.401
69 H -1.045 0.041 1.902
70 H 0.576 -0.750 2.219
71 H -0.377 -2.086 3.863
72 H -2.006 -1.313 3.502
73 H -1.394 1.325 5.952
74 H -2.585 0.721 4.831
75 H -0.573 2.680 4.323
76 H -1.600 2.017 3.057
77 H 1.646 1.657 4.757
78 H 2.125 0.137 3.854
79 H 0.706 0.315 6.384
80 H 1.121 -1.108 5.488

Values from the calculation:
Net charge: -1
Total energy (Eh): -2390.54202
Max |F| (hartree/bohr): 0.0521

Number 1: LUMO level -0.45 eV. Number 2: LUMO level 2.44 eV.